Below is C28H84BaIO14 as an isolated structure at a distorted geometry, with properties calculated with the ωB97M-V functional and the def2-TZVPD basis.

```
128
Properties=species:S:1:pos:R:3:forces:R:3
Ba -12.20499 -16.90581 -7.24689 -0.718 -0.221 -0.235
I -10.66778 -13.92243 -6.51762 0.169 -0.181 0.055
C -7.62262 -12.14009 -3.25555 1.591 -0.131 -2.024
C -9.06732 -12.43962 -3.01025 -0.487 0.623 0.273
O -9.31608 -13.85040 -3.13085 -0.336 0.128 1.364
H -7.37371 -11.06264 -3.31130 -0.311 -0.457 0.628
H -7.29052 -12.46951 -4.30973 -0.651 0.103 1.436
H -6.97953 -12.68543 -2.53772 -0.288 0.504 -0.284
H -9.74546 -11.93174 -3.73118 0.489 -0.001 0.486
H -9.31008 -12.09025 -1.94742 -0.083 -0.886 -1.440
H -9.08557 -14.22816 -3.98388 0.165 0.408 -0.567
C -12.77509 -14.12524 -10.15664 -1.088 -0.983 2.125
C -11.46134 -14.68308 -10.55719 -1.034 -2.083 -1.072
O -11.34043 -16.01183 -9.89017 -1.896 1.928 0.235
H -13.56392 -14.89009 -10.09199 0.327 -0.253 -0.709
H -13.21360 -13.31654 -10.67429 0.120 0.942 -1.031
H -12.78044 -13.83530 -9.11990 0.414 0.546 0.569
H -10.61299 -14.06906 -10.38009 0.716 0.514 0.563
H -11.52532 -14.88758 -11.62673 0.368 -0.062 -0.129
H -10.51362 -16.38087 -10.10631 1.747 -0.616 -0.389
C -13.99785 -19.30454 -3.22449 -1.101 -0.386 0.418
C -13.17756 -18.67385 -4.29871 0.061 -0.942 -0.728
O -13.98174 -17.79950 -5.13285 1.350 1.469 1.577
H -14.75445 -20.01712 -3.63962 0.580 0.534 0.273
H -14.56736 -18.53359 -2.60792 1.014 -1.015 -0.571
H -13.25941 -19.88880 -2.65565 -0.601 0.148 0.465
H -12.65430 -19.47093 -4.88889 -0.702 0.654 0.008
H -12.38713 -18.11436 -3.82605 0.275 0.384 -0.086
H -13.93727 -16.97961 -4.48254 -0.569 -1.003 -1.284
C -14.92899 -20.45399 -9.54718 1.320 -0.097 1.294
C -14.36417 -19.06725 -9.85322 -1.787 -0.745 -0.638
O -14.33414 -18.26453 -8.72909 0.198 1.084 1.850
H -14.23350 -21.05597 -8.89227 -0.658 0.693 -0.538
H -15.09547 -21.02280 -10.41655 -0.005 -0.650 -1.332
H -15.88512 -20.41613 -9.06089 -0.528 0.280 0.440
H -15.01570 -18.57746 -10.63471 1.017 -0.465 0.380
H -13.33687 -19.15756 -10.08023 0.981 -0.093 -1.377
H -15.00281 -18.54945 -8.07845 -0.181 0.270 0.031
C -5.88836 -15.67079 -4.21534 0.343 0.684 -0.535
C -6.64279 -16.81611 -4.76635 -0.725 -1.276 -0.070
O -8.07935 -16.65790 -4.66918 0.274 0.606 1.153
H -5.88433 -15.60157 -3.13479 -0.398 0.074 0.195
H -6.28058 -14.78813 -4.70262 0.022 0.626 0.263
H -4.85450 -15.76303 -4.51394 0.439 -0.021 -0.118
H -6.30358 -17.71804 -4.20189 -0.408 0.241 -0.667
H -6.50863 -16.94364 -5.86127 0.427 -0.051 0.884
H -8.31228 -16.39972 -3.73700 0.145 -0.535 -0.576
C -9.91550 -21.27729 -8.77623 0.733 -0.115 0.594
C -11.16548 -20.39217 -8.77891 -0.010 -1.123 1.408
O -10.94508 -19.01165 -8.47289 0.803 -0.333 -0.846
H -9.45371 -21.43969 -7.80083 -0.532 -0.068 0.328
H -9.07839 -20.84929 -9.29030 0.327 0.854 -0.787
H -9.98242 -22.25660 -9.26708 -0.739 0.236 0.225
H -11.85590 -20.70376 -7.96557 0.247 -0.138 -0.705
H -11.63121 -20.54756 -9.72996 -0.589 0.337 -0.622
H -10.13613 -18.74753 -8.94542 -0.251 0.274 0.384
C -10.54140 -17.97190 -1.57888 0.937 0.024 -0.224
C -9.62824 -16.93561 -0.96361 1.176 0.210 0.249
O -8.82501 -16.18140 -1.87901 0.044 -0.136 -0.336
H -10.95468 -18.37633 -0.65460 -0.585 -0.693 -0.488
H -10.02334 -18.72275 -2.21101 -0.192 0.253 0.664
H -11.28932 -17.48413 -2.20459 -0.168 -0.047 0.240
H -8.92556 -17.37065 -0.18908 -0.890 0.284 -0.808
H -10.30019 -16.24579 -0.48395 -0.126 0.402 0.648
H -9.01981 -15.22852 -1.83242 -0.029 -0.425 -0.121
C -8.24315 -19.63526 -5.48921 -1.853 -1.068 -2.060
C -9.82079 -19.36289 -5.33554 2.481 -0.895 -0.660
O -10.23327 -18.05051 -5.61879 -0.144 1.661 -0.895
H -7.89124 -19.63092 -6.56259 -0.652 0.481 0.807
H -8.02953 -20.68714 -5.23499 -0.125 0.504 0.561
H -7.67689 -18.92075 -4.95856 0.487 0.290 0.745
H -10.06602 -19.55980 -4.31444 -0.231 -0.341 0.806
H -10.34505 -20.11741 -5.96806 0.092 0.835 0.233
H -9.52399 -17.33146 -5.59009 -0.372 -1.688 0.487
C -7.06269 -15.46482 -8.77258 -1.754 0.634 -1.937
C -7.98413 -16.24376 -7.85794 1.255 -0.125 2.303
O -9.28386 -16.61407 -8.29471 0.800 -0.632 -0.818
H -7.30849 -14.37989 -8.85946 -0.138 -0.776 0.012
H -7.14987 -15.92954 -9.79256 0.386 0.541 0.728
H -6.04877 -15.49425 -8.44539 0.747 -0.358 0.351
H -8.13357 -15.66014 -6.89406 0.395 -0.830 -0.954
H -7.41506 -17.18505 -7.63604 -0.874 0.541 0.010
H -9.83063 -15.87735 -8.04470 -0.440 1.175 -0.030
C -16.67018 -14.48755 -5.88682 0.049 -0.307 -1.158
C -15.93155 -15.22604 -7.04931 0.211 0.571 0.708
O -14.47764 -15.18686 -6.87962 -0.295 0.709 -0.046
H -17.65361 -14.95679 -5.71901 0.447 0.098 0.028
H -16.89177 -13.45413 -6.17314 0.343 -0.123 0.547
H -16.04397 -14.59122 -4.99477 -0.260 0.283 0.004
H -16.22645 -14.82602 -8.05872 0.305 -0.538 0.896
H -16.16388 -16.27342 -6.90991 -0.050 -0.111 -0.688
H -14.18479 -14.24233 -6.81503 -0.256 -0.447 -0.305
C -13.61151 -11.98678 -2.73457 0.251 -0.353 1.743
C -12.72810 -12.81683 -3.58605 -0.188 -1.872 -0.575
O -12.03907 -13.82941 -2.80647 -0.705 0.468 0.183
H -14.17212 -12.61172 -2.03507 0.063 0.121 0.027
H -14.32628 -11.46962 -3.30484 -0.903 0.819 -0.914
H -13.05170 -11.25784 -2.13730 -0.015 -0.154 -0.124
H -12.05745 -12.16514 -4.12079 0.535 -0.092 -0.356
H -13.29213 -13.45049 -4.31794 0.092 1.005 0.149
H -11.10406 -13.85240 -3.01619 0.772 0.055 -0.216
C -18.34551 -17.70548 -6.39158 -0.521 0.522 -0.261
C -17.30969 -18.88058 -6.24159 -1.558 0.733 -1.680
O -15.98199 -18.53126 -6.65292 -0.915 -0.001 1.193
H -19.41168 -18.02977 -6.29907 0.924 -0.207 0.128
H -18.35323 -17.09250 -7.31976 0.490 -0.804 0.183
H -18.19915 -16.95224 -5.60162 0.064 -0.414 -0.015
H -17.58396 -19.70430 -6.96622 -0.052 0.529 1.447
H -17.39652 -19.06761 -5.15536 0.505 -0.900 -0.639
H -15.55642 -18.20062 -5.84291 0.736 -0.003 -0.403
C -13.65340 -15.91896 -0.73424 0.133 -1.243 -1.775
C -14.27690 -15.57050 -2.12150 -0.500 -0.257 0.926
O -13.49915 -16.16129 -3.15702 1.558 1.467 -0.355
H -13.83995 -17.01113 -0.59626 0.199 0.680 0.052
H -14.12416 -15.40949 0.09756 0.335 0.386 0.071
H -12.55073 -15.81918 -0.87768 -0.839 0.388 0.742
H -14.35530 -14.49637 -2.32404 -0.066 -0.364 0.322
H -15.27562 -16.02128 -2.18823 0.103 0.214 -0.040
H -12.73844 -15.48912 -3.26952 -1.067 -0.957 0.178
C -15.77960 -11.21236 -7.34364 0.706 -0.065 -0.425
C -14.39959 -11.32964 -6.68043 -0.263 -0.352 -2.042
O -13.67097 -12.44938 -7.28215 -1.277 0.755 0.580
H -15.78992 -10.83025 -8.36862 0.427 0.366 0.243
H -16.28220 -10.53166 -6.67362 -0.837 0.148 -0.130
H -16.29602 -12.16081 -7.46386 -0.017 -0.096 0.577
H -14.61749 -11.46382 -5.63392 0.551 -0.296 0.583
H -13.87879 -10.37499 -6.86970 0.093 -0.481 0.336
H -12.73415 -12.40250 -7.08601 0.472 0.084 0.241
```
Positions in Å, forces in eV/Å.

Properties
HOMO energy: -11.0 eV
Kohn-Sham gap: 9.30 eV
Total charge: +1
Electronic energy: -2493.591805 Ha